[1]
Molecular formula: C6H24N12O10SV
Method: DFT, ωB97M-V/def2-TZVPD

Cartesian coordinates (Å):
V: 0.0497 -0.1946 0.3555
S: -0.8786 -2.1939 1.9870
O: 0.0518 -2.9532 2.7928
O: -2.2525 -2.6221 2.1772
O: -0.7118 -0.7224 2.1909
O: -0.4718 -2.1469 0.5184
C: 2.5052 -2.2592 -0.0103
O: 1.8990 -1.1944 -0.0054
N: 2.4531 -3.1238 1.0387
N: 3.2723 -2.6854 -1.0506
H: 2.1419 -2.7967 1.9391
H: 2.9480 -3.9923 0.9442
H: 3.7128 -3.5850 -1.0545
H: 3.3045 -2.0302 -1.8115
C: -0.3512 -1.6273 -2.7198
O: -0.0077 -0.8863 -1.8078
N: -1.2640 -1.2562 -3.6583
N: 0.1170 -2.9009 -2.8290
H: -1.7630 -0.4085 -3.4739
H: -1.4155 -1.8342 -4.4625
H: 0.9646 -3.1447 -2.3481
H: -0.1792 -3.4591 -3.6096
C: -3.2488 -0.3196 -0.3877
O: -2.0451 -0.0633 -0.2928
N: -4.0543 0.1437 -1.3850
N: -3.8910 -1.0553 0.5345
H: -5.0339 -0.0698 -1.3851
H: -3.6973 0.6873 -2.1455
H: -3.3985 -1.5947 1.2578
H: -4.8744 -1.2309 0.4202
C: 1.6165 1.9767 -1.6625
O: 0.9572 1.2857 -0.9043
N: 2.8162 2.4833 -1.2834
N: 1.2419 2.2887 -2.9303
H: 3.4810 2.8767 -1.9284
H: 3.2493 2.2187 -0.4191
H: 1.9013 2.8537 -3.4369
H: 0.3142 2.2210 -3.2997
C: 1.9591 0.8707 2.8844
O: 1.3180 0.6756 1.8639
N: 1.5083 0.4013 4.0707
N: 3.0966 1.6120 2.9390
H: 1.9321 0.6025 4.9588
H: 0.5393 0.1242 4.1163
H: 3.6766 1.6130 3.7577
H: 3.4532 2.0294 2.1029
C: -1.7518 2.8208 0.9888
O: -0.8972 1.9572 1.1031
N: -2.4322 3.3259 2.0513
N: -2.1626 3.2698 -0.2281
H: -1.9739 3.1873 2.9342
H: -3.0781 4.0830 1.9231
H: -2.9798 3.8450 -0.3058
H: -1.6666 2.8979 -1.0143

Total charge: +1
⟨S²⟩: 2.013
HOMO-LUMO gap (spin up / spin down), eV: 8.68 / 8.82
Lowest unoccupied orbital energy (spin up / spin down), eV: -2.26 / -2.26
2S+1: 3

---

[2]
Molecular formula: C13H28Br6O2P
Method: DFT, ωB97M-V/def2-TZVPD

Cartesian coordinates (Å):
C: -1.9391 1.7043 0.2062
P: -1.3643 0.2019 -0.9164
C: 0.0825 -0.5194 0.0428
C: 0.7319 -1.7708 -0.6614
C: 2.2343 -1.4590 -1.0267
C: 3.0810 -1.0492 0.2593
O: 3.6772 0.2445 -0.0310
C: 3.2018 1.2329 0.8099
C: 3.2982 1.1913 2.3593
O: 2.6442 2.1680 0.2970
H: -2.4225 1.2410 1.1045
H: -2.5908 2.4246 -0.2889
H: -0.9627 2.1627 0.5325
H: -0.8699 0.7631 -2.1179
H: -2.3604 -0.7749 -1.1432
H: -0.3373 -0.7369 1.0619
H: 0.7889 0.3349 0.1777
H: 0.1422 -2.1452 -1.5304
H: 0.7775 -2.5861 0.1063
H: 2.3244 -0.6226 -1.7637
H: 2.7347 -2.3784 -1.4226
H: 3.9359 -1.7639 0.3484
H: 2.4412 -1.0571 1.1695
H: 2.9246 2.1636 2.7531
H: 2.6600 0.3911 2.7960
H: 4.3697 1.1223 2.6661
Br: -3.0563 4.0492 2.4240
C: -4.9362 3.8602 2.8975
C: -5.4116 2.4401 2.7268
Br: -5.7141 2.0052 0.8474
H: -5.4877 4.5723 2.2889
H: -4.9949 4.1590 3.9431
H: -6.3793 2.3019 3.2070
H: -4.7120 1.7026 3.1122
Br: 6.7448 -2.5060 0.4828
C: 6.8120 -4.4517 0.4208
C: 6.0049 -4.9903 -0.7310
Br: 4.0940 -4.9340 -0.3464
H: 6.4718 -4.8115 1.3885
H: 7.8662 -4.6957 0.2971
H: 6.2300 -6.0428 -0.8982
H: 6.1576 -4.4397 -1.6559
Br: -4.6863 0.0255 -5.0153
C: -5.4813 1.0711 -3.5805
C: -4.4673 1.9832 -2.9451
Br: -3.2709 0.9827 -1.7431
H: -5.9234 0.3655 -2.8806
H: -6.2721 1.6524 -4.0535
H: -4.9556 2.7217 -2.3077
H: -3.8356 2.4963 -3.6671

Total charge: +1
ΔE to the lowest compared entry with this formula, charge and spin, kcal/mol: 0.0
HOMO-LUMO gap, eV: 8.77
Lowest unoccupied orbital energy, eV: -3.31

---

[3]
Molecular formula: C3H17NO4
Method: DFT, ωB97M-V/def2-TZVPD

Cartesian coordinates (Å):
C: 0.3578 -2.2341 -0.7575
C: -1.0571 -1.9893 -0.1623
C: -1.0834 -2.1248 1.3560
N: -1.5522 -0.6753 -0.6907
H: 0.8470 -1.3291 -1.0936
H: 1.0404 -2.6388 0.0023
H: 0.2569 -3.0162 -1.5098
H: -1.7112 -2.6816 -0.6578
H: -1.6872 -2.9894 1.6590
H: -0.0555 -2.1359 1.7159
H: -1.6733 -1.4258 1.9466
H: -1.6516 0.0367 0.0210
H: -2.4358 -0.8496 -1.1525
O: -0.4700 1.0878 2.4237
H: -0.5015 0.1298 2.3989
H: 0.2229 1.4395 2.9841
O: 1.7907 0.8654 -0.3285
H: 2.4383 1.5766 -0.3742
H: 1.2913 1.1175 0.4577
O: 0.7203 0.8565 -2.8979
H: -0.0579 0.2872 -2.8033
H: 1.0483 0.8407 -1.9751
O: 0.7912 3.1012 0.7950
H: 0.4994 3.4804 -0.0348
H: 0.0930 2.8867 1.4151

SMILES string: CC(C)N.O.O.O.O
ΔE to the lowest compared entry with this formula, charge and spin, kcal/mol: 16.2
HOMO-LUMO gap, eV: 9.63
Lowest unoccupied orbital energy, eV: 0.35

---

[4]
Molecular formula: C6H11N3
Method: DFT, ωB97M-V/def2-TZVPD

Cartesian coordinates (Å):
C: -2.4711 -0.8130 0.3333
C: -1.3031 0.0388 0.0134
N: -1.3684 1.2425 0.3000
C: -0.2181 1.8445 -0.1619
C: 0.6038 0.6957 -0.9282
C: 1.7500 -0.1835 -0.2652
N: 2.1199 -0.0588 1.1186
C: 0.7059 -1.3894 -0.3546
N: -0.3008 -0.4189 -0.7473
H: -3.0957 -1.0162 -0.5726
H: -3.1112 -0.4923 1.2586
H: -2.1800 -1.8010 0.6209
H: 0.4138 2.1961 0.6943
H: -0.4561 2.7064 -0.8383
H: 1.0471 0.7884 -1.8880
H: 2.6384 -0.3155 -0.9853
H: 2.5158 0.8656 1.2336
H: 1.2637 0.1539 1.6308
H: 0.6284 -1.8459 0.6167
H: 0.8176 -2.1972 -1.0788

SMILES string: CC1=NC[C@H]2[C@@H](N)CN12
ΔE to the lowest compared entry with this formula, charge and spin, kcal/mol: 54.7
HOMO-LUMO gap, eV: 9.43
Lowest unoccupied orbital energy, eV: 0.99

---

M readings, ordered: 507.3, 726.8, 131.2, 125.2 g mol⁻¹